This record from the Open Molecules 2025 dataset describes 7 unconnected molecules or ions with the total composition C28H50O17S4 at a distorted geometry. The level of theory is ωB97M-V/def2-TZVPD.

Each atom is followed by the atoms it is bonded to, with distances in Å.
Positions of all 99 atoms, in Å:
1 C -4.76 1.51 -3.88  C2 1.582, H8 1.090, H9 1.090, H10 1.090
2 C -4.09 1.67 -5.31  C1 1.582, C3 1.523, O7 1.422, H11 1.090
3 C -2.88 2.56 -5.53  C2 1.523, O4 1.358, H12 1.090, H13 1.090
4 O -1.94 1.83 -6.19  C3 1.358, C5 1.360
5 C -2.24 0.50 -6.10  O4 1.360, O6 1.217, O7 1.385
6 O -1.60 -0.45 -6.51  C5 1.217
7 O -3.53 0.40 -5.61  C2 1.422, C5 1.385
8 H -5.40 2.34 -3.59  C1 1.090
9 H -3.99 1.42 -3.12  C1 1.090
10 H -5.34 0.58 -3.88  C1 1.090
11 H -4.83 2.00 -6.04  C2 1.090
12 H -2.50 2.78 -4.54  C3 1.090
13 H -3.20 3.52 -5.93  C3 1.090
14 C 0.81 -0.97 -0.95  C15 1.501, H21 1.090, H22 1.090, H23 1.090
15 C 0.03 0.11 -0.26  C14 1.501, C16 1.521, O20 1.392, H24 1.090
16 C 0.70 1.40 0.17  C15 1.521, O17 1.351, H25 1.090, H26 1.090
17 O -0.18 2.34 -0.25  C16 1.351, C18 1.354
18 C -1.12 1.85 -1.09  O17 1.354, O19 1.218, O20 1.361
19 O -1.92 2.44 -1.79  C18 1.218
20 O -0.84 0.53 -1.26  C15 1.392, C18 1.361
21 H 0.16 -1.68 -1.47  C14 1.090
22 H 1.42 -1.59 -0.29  C14 1.090
23 H 1.38 -0.67 -1.83  C14 1.090
24 H -0.72 -0.25 0.45  C15 1.090
25 H 1.66 1.47 -0.34  C16 1.090
26 H 0.76 1.41 1.26  C16 1.090
27 C 1.21 -3.68 1.26  C28 1.533, H34 1.090, H35 1.090, H36 1.090
28 C 0.35 -4.26 0.14  C27 1.533, C29 1.502, O33 1.342, H37 1.090
29 C 0.27 -5.76 0.18  C28 1.502, O30 1.383, H38 1.090, H39 1.090
30 O -1.06 -6.12 0.27  C29 1.383, C31 1.355
31 C -1.76 -4.96 0.30  O30 1.355, O32 1.251, O33 1.343
32 O -3.01 -4.86 0.38  C31 1.251
33 O -0.92 -3.92 0.37  C28 1.342, C31 1.343
34 H 2.26 -3.95 1.13  C27 1.090
35 H 0.93 -4.08 2.23  C27 1.090
36 H 1.23 -2.63 1.56  C27 1.090
37 H 0.71 -3.94 -0.85  C28 1.090
38 H 0.83 -6.17 1.02  C29 1.090
39 H 0.64 -6.24 -0.73  C29 1.090
40 C 2.49 4.10 3.93  C41 1.549, C46 1.530, H47 1.090, H48 1.090
41 C 1.58 4.18 2.69  C40 1.549, C42 1.545, H49 1.090, H50 1.090
42 C 0.50 5.28 2.82  C41 1.545, S43 1.808, H51 1.090, H52 1.090
43 S 0.14 5.27 4.59  C42 1.808, O44 1.467, O45 1.467, C46 1.864
44 O -1.13 4.61 4.94  S43 1.467
45 O 0.56 6.59 5.07  S43 1.467
46 C 1.44 4.02 5.04  C40 1.530, S43 1.864, H53 1.090, H54 1.090
47 H 3.06 5.01 4.14  C40 1.090
48 H 3.05 3.17 3.90  C40 1.090
49 H 0.96 3.28 2.60  C41 1.090
50 H 2.09 4.17 1.73  C41 1.090
51 H -0.37 5.21 2.17  C42 1.090
52 H 0.77 6.31 2.58  C42 1.090
53 H 0.82 3.13 4.88  C46 1.090
54 H 1.74 4.24 6.06  C46 1.090
55 C 6.94 1.18 0.85  C56 1.464, C61 1.521, H62 1.090, H63 1.090
56 C 6.29 2.49 0.86  C55 1.464, C57 1.586, H64 1.090, H65 1.090
57 C 4.74 2.21 0.93  C56 1.586, S58 1.812, H66 1.090, H67 1.090
58 S 4.52 0.83 -0.23  C57 1.812, O59 1.466, O60 1.452, C61 1.849
59 O 4.07 1.33 -1.53  S58 1.466
60 O 3.73 -0.18 0.45  S58 1.452
61 C 6.32 0.41 -0.32  C55 1.521, S58 1.849, H68 1.090, H69 1.090
62 H 6.82 0.68 1.81  C55 1.090
63 H 8.01 1.25 0.65  C55 1.090
64 H 6.45 2.81 -0.17  C56 1.090
65 H 6.57 3.26 1.59  C56 1.090
66 H 4.21 3.07 0.54  C57 1.090
67 H 4.40 1.87 1.92  C57 1.090
68 H 6.69 0.75 -1.28  C61 1.090
69 H 6.49 -0.66 -0.31  C61 1.090
70 C -2.46 -2.46 -3.22  C71 1.664, C76 1.537, H77 1.090, H78 1.090
71 C -3.58 -3.66 -3.47  C70 1.664, C72 1.491, H79 1.090, H80 1.090
72 C -2.75 -4.89 -3.52  C71 1.491, S73 1.897, H81 1.090, H82 1.090
73 S -1.00 -4.51 -4.15  C72 1.897, O74 1.421, O75 1.512, C76 1.821
74 O -0.76 -5.17 -5.39  S73 1.421
75 O 0.07 -4.74 -3.11  S73 1.512
76 C -1.40 -2.74 -4.30  C70 1.537, S73 1.821, H83 1.090, H84 1.090
77 H -2.06 -2.52 -2.21  C70 1.090
78 H -2.88 -1.48 -3.43  C70 1.090
79 H -4.13 -3.45 -4.39  C71 1.090
80 H -4.32 -3.73 -2.67  C71 1.090
81 H -3.25 -5.52 -4.26  C72 1.090
82 H -2.60 -5.44 -2.59  C72 1.090
83 H -1.68 -2.62 -5.34  C76 1.090
84 H -0.46 -2.18 -4.27  C76 1.090
85 C -3.12 -0.28 3.52  C86 1.600, C91 1.505, H92 1.090, H93 1.090
86 C -2.77 0.57 4.83  C85 1.600, C87 1.502, H94 1.090, H95 1.090
87 C -1.32 0.95 4.75  C86 1.502, S88 1.891, H96 1.090, H97 1.090
88 S -0.39 -0.51 4.00  C87 1.891, O89 1.491, O90 1.457, C91 1.831
89 O 0.11 -1.42 5.06  S88 1.491
90 O 0.54 -0.12 2.94  S88 1.457
91 C -1.91 -1.12 3.19  C85 1.505, S88 1.831, H98 1.090, H99 1.090
92 H -3.29 0.38 2.67  C85 1.090
93 H -4.01 -0.90 3.54  C85 1.090
94 H -2.91 -0.21 5.58  C86 1.090
95 H -3.45 1.39 5.06  C86 1.090
96 H -0.78 1.45 5.56  C87 1.090
97 H -1.22 1.72 3.98  C87 1.090
98 H -1.89 -2.21 3.24  C91 1.090
99 H -1.77 -0.92 2.13  C91 1.090

Summary:
- Gap between HOMO and LUMO: 10.2 eV
- Total charge: 0
- F_max: 0.0861 hartree/bohr
- E_HOMO: -9.996 eV
- SMILES: C[C@H]1COC(=O)O1.C[C@H]1COC(=O)O1.C[C@H]1COC(=O)O1.O=S1(=O)CCCC1.O=S1(=O)CCCC1.O=S1(=O)CCCC1.O=S1(=O)CCCC1
- Calculated total energy: -3968.61034 a.u.
- Energy above the lowest of the compared OMol25 structures with the same formula, charge and spin: 0.0 kcal/mol